(1)
{
  "formula": "C30H27F3IrN4O6Si",
  "method": "wB97M-V/def2-TZVPD",
  "species": ["Ir", "Si", "F", "F", "F", "O", "O", "O", "O", "O", "O", "N", "N", "N", "N", "C", "C", "C", "C", "C", "C", "C", "C", "C", "C", "C", "C", "C", "C", "C", "C", "C", "C", "C", "C", "C", "C", "C", "C", "C", "C", "C", "C", "C", "C", "H", "H", "H", "H", "H", "H", "H", "H", "H", "H", "H", "H", "H", "H", "H", "H", "H", "H", "H", "H", "H", "H", "H", "H", "H", "H", "H"],
  "coordinates": [[0.13, 1.05, 1.01], [-2.65, 0.60, -1.22], [-2.09, 0.23, 3.00], [1.13, 0.68, 3.72], [0.95, 2.78, 3.10], [3.93, -3.83, -3.32], [2.28, 1.67, 1.05], [4.35, 0.79, 1.13], [4.17, -4.61, 1.41], [4.26, -2.39, -4.97], [3.65, -4.36, 3.64], [-0.53, 2.92, 0.63], [0.81, 1.32, -1.06], [1.20, -0.75, 1.40], [-1.77, 0.12, 0.22], [-3.26, -3.14, 2.48], [-1.67, 0.50, -2.83], [3.01, -1.60, -3.12], [-3.29, 2.36, -0.99], [0.75, 2.55, -1.35], [-2.24, -0.96, 0.96], [3.35, -0.26, -3.25], [-2.41, -0.91, 2.36], [3.36, -1.68, 1.81], [-1.41, 5.05, 1.23], [0.33, 1.56, 3.02], [0.05, 3.46, -0.46], [2.67, 0.71, -2.56], [2.76, -2.88, 2.09], [-1.26, 3.69, 1.44], [-2.92, -1.95, 3.11], [-2.58, -2.19, 0.37], [3.79, -2.62, -3.89], [-0.78, 5.63, 0.14], [3.70, -4.18, 2.44], [1.57, 0.37, -1.77], [0.64, -1.94, 1.68], [1.20, -0.97, -1.67], [-4.22, -0.42, -1.43], [2.52, -0.63, 1.48], [1.93, -1.95, -2.31], [1.39, -3.04, 2.04], [-3.07, -3.26, 1.11], [3.14, 0.74, 1.19], [-0.07, 4.82, -0.73], [1.62, -2.98, -2.21], [-3.64, -3.97, 3.06], [-2.41, -2.31, -0.69], [0.43, 5.21, -1.60], [0.32, -1.22, -1.08], [-4.99, 0.21, -1.89], [3.62, -3.84, -2.40], [-2.01, 5.63, 1.91], [-2.38, 0.45, -3.66], [3.00, 1.74, -2.60], [4.19, -0.01, -3.89], [-0.87, 6.69, -0.04], [-3.30, -4.19, 0.62], [-4.13, 2.36, -0.29], [-4.60, -0.78, -0.48], [-4.08, -1.29, -2.08], [-1.75, 3.19, 2.26], [-3.64, 2.75, -1.95], [-3.04, -1.82, 4.18], [-1.03, -0.38, -2.88], [0.91, -3.98, 2.26], [-0.59, 1.63, 3.60], [-1.05, 1.38, -2.98], [4.43, -1.50, 1.81], [-0.43, -2.02, 1.59], [-2.54, 3.05, -0.61], [1.17, 2.92, -2.29]],
  "homo_lumo_gap_ev": [5.84, 3.84],
  "e_above_lowest_kj_mol": 203.0,
  "total_charge": 0,
  "e_homo_ev": [-7.55, -7.55],
  "multiplicity": 2,
  "s_squared": 0.759
}

---

(2)
{
  "formula": "C5H8BiLiO3",
  "method": "wB97M-V/def2-TZVPD",
  "species": ["Bi", "O", "O", "O", "C", "C", "C", "C", "C", "Li", "H", "H", "H", "H", "H", "H", "H", "H"],
  "coordinates": [[1.80, 1.47, -0.61], [1.27, -0.39, -0.37], [1.21, -2.62, -0.44], [-0.11, -1.59, 0.92], [-1.75, -0.82, 2.48], [0.64, 2.01, -3.25], [-0.65, -0.41, 1.54], [1.44, 2.73, -2.48], [0.87, -1.52, 0.00], [0.03, -3.68, 0.68], [-1.04, 0.25, 0.75], [0.16, 0.10, 2.07], [-2.18, 0.08, 2.94], [0.95, 1.04, -3.67], [-2.55, -1.35, 1.95], [1.64, 3.79, -2.29], [-0.37, 2.38, -3.51], [-1.36, -1.46, 3.29]],
  "homo_lumo_gap_ev": [6.22, 5.39],
  "e_above_lowest_kj_mol": 125.7,
  "total_charge": 3,
  "e_homo_ev": [-21.99, -21.99],
  "multiplicity": 2,
  "s_squared": 0.759
}

---

(3)
{
  "formula": "C2H4NO2",
  "method": "wB97M-V/def2-TZVPD",
  "species": ["O", "O", "N", "C", "C", "H", "H", "H", "H"],
  "coordinates": [[-0.10, -1.35, -2.28], [1.10, -1.04, -0.12], [-0.67, 0.24, 0.89], [0.33, 0.12, -0.21], [0.33, -0.90, -1.26], [-0.44, -0.33, 1.60], [1.82, 2.02, -0.63], [-1.65, 0.04, 0.73], [-0.72, 1.21, 1.29]],
  "homo_lumo_gap_ev": [8.61, 10.65],
  "e_above_lowest_kj_mol": 622.6,
  "total_charge": 1,
  "e_homo_ev": [-15.40, -15.49]
}

---

(4)
{
  "formula": "C2H3AgCaO",
  "method": "wB97M-V/def2-TZVPD",
  "species": ["Ag", "Ca", "O", "C", "C", "H", "H", "H"],
  "coordinates": [[-2.52, -2.12, -0.22], [-0.31, -0.17, 1.70], [-0.37, 2.31, 0.23], [0.05, -1.25, -0.47], [0.81, 1.93, -0.03], [-0.29, -1.29, -1.52], [1.10, -1.59, -0.49], [1.53, 2.18, 0.79]],
  "homo_lumo_gap_ev": [5.25, 5.06],
  "e_above_lowest_kj_mol": 0.0,
  "total_charge": 1,
  "e_homo_ev": [-10.55, -10.33],
  "multiplicity": 2,
  "s_squared": 0.767
}